*P*
{"formula": "C4H2F2O", "method": "ωB97M-V/def2-TZVPD", "symbols": ["F", "C", "C", "O", "C", "F", "C", "H", "H"], "positions_angstrom": [[2.42, -0.47, -0.02], [1.12, -0.08, -0.03], [0.63, 1.19, 0.01], [-0.75, 1.10, 0.01], [-1.05, -0.20, 0.03], [-2.36, -0.45, -0.04], [0.02, -1.00, 0.11], [1.12, 2.16, 0.01], [0.04, -2.08, -0.12]], "smiles": "Fc1coc(F)c1", "gap_ev": 10.20, "homo_ev": -9.279}

*Q*
{"formula": "C4H2F2O", "method": "ωB97M-V/def2-TZVPD", "symbols": ["C", "C", "C", "C", "O", "F", "F", "H", "H"], "positions_angstrom": [[-0.37, 0.28, 0.80], [0.64, 0.35, -0.10], [0.29, 1.68, 0.61], [1.54, -0.19, -0.89], [2.42, -0.66, -1.46], [-0.43, 2.57, -0.15], [1.15, -2.52, 1.31], [1.13, 1.98, 1.25], [1.43, -3.37, 1.35]], "gap_ev": 8.18, "homo_ev": -8.925}

*R*
{"formula": "C4H2F2O", "method": "ωB97M-V/def2-TZVPD", "symbols": ["C", "C", "C", "C", "O", "F", "F", "H", "H"], "positions_angstrom": [[0.49, 2.53, 0.57], [-0.12, 1.57, 0.20], [-0.50, 0.12, -0.22], [-1.92, -0.04, -0.02], [0.28, -0.82, 0.46], [-2.46, -0.32, 1.14], [-2.80, 0.45, -0.85], [-0.28, 0.09, -1.30], [0.72, -0.40, 1.21]], "gap_ev": [8.07, 5.75], "homo_ev": [-9.962, -8.904]}

Least stable structure: *R*

*P*
{"formula": "C12H28N4O4", "method": "ωB97M-V/def2-TZVPD", "symbols": ["C", "N", "C", "C", "O", "H", "H", "H", "H", "H", "H", "H", "C", "N", "C", "C", "O", "H", "H", "H", "H", "H", "H", "H", "C", "N", "C", "C", "O", "H", "H", "H", "H", "H", "H", "H", "C", "N", "C", "C", "O", "H", "H", "H", "H", "H", "H", "H"], "positions_angstrom": [[-4.26, -5.11, -2.50], [-3.41, -4.11, -1.91], [-1.99, -4.43, -2.11], [-3.76, -3.28, -0.91], [-3.07, -2.87, 0.00], [-5.31, -4.89, -2.27], [-4.14, -6.11, -2.07], [-4.19, -5.24, -3.58], [-1.73, -5.48, -2.06], [-1.71, -4.06, -3.10], [-1.43, -3.83, -1.39], [-4.86, -3.16, -1.03], [-2.68, 2.23, -1.89], [-2.79, 1.03, -1.09], [-2.16, -0.16, -1.63], [-3.47, 0.90, 0.08], [-4.08, 1.84, 0.57], [-2.90, 2.02, -2.94], [-1.63, 2.53, -1.89], [-3.23, 3.08, -1.51], [-1.14, 0.03, -2.00], [-2.06, -0.91, -0.85], [-2.61, -0.55, -2.55], [-3.41, -0.09, 0.54], [-0.07, -1.35, 0.95], [0.45, -0.01, 1.10], [-0.27, 0.92, 1.97], [1.60, 0.33, 0.48], [2.32, 1.24, 0.85], [0.27, -1.87, 0.06], [-1.16, -1.49, 0.91], [0.23, -1.93, 1.83], [-1.18, 1.05, 1.39], [-0.42, 0.59, 3.00], [0.26, 1.86, 2.11], [1.87, -0.28, -0.40], [4.47, 2.80, 1.94], [5.79, 3.40, 1.86], [6.06, 4.61, 2.60], [6.81, 2.77, 1.22], [7.96, 3.16, 1.17], [3.74, 3.28, 1.29], [4.07, 2.91, 2.96], [4.58, 1.72, 1.89], [5.12, 5.15, 2.70], [6.53, 4.51, 3.58], [6.59, 5.32, 1.97], [6.36, 1.94, 0.65]], "smiles": "CN(C)C=O.CN(C)C=O.CN(C)C=O.CN(C)C=O", "gap_ev": 9.21, "homo_ev": -8.865}

*Q*
{"formula": "C12H28N4O4", "method": "ωB97M-V/def2-TZVPD", "symbols": ["C", "N", "C", "C", "O", "H", "H", "H", "H", "H", "H", "H", "C", "N", "C", "C", "O", "H", "H", "H", "H", "H", "H", "H", "C", "N", "C", "C", "O", "H", "H", "H", "H", "H", "H", "H", "C", "N", "C", "C", "O", "H", "H", "H", "H", "H", "H", "H"], "positions_angstrom": [[4.08, -6.23, 3.78], [4.53, -6.20, 5.17], [3.78, -7.05, 6.18], [5.72, -5.48, 5.44], [6.29, -5.40, 6.49], [4.73, -5.65, 3.11], [3.08, -5.80, 3.76], [4.13, -7.23, 3.36], [4.01, -8.11, 6.13], [4.11, -6.82, 7.20], [2.71, -6.86, 6.23], [6.01, -4.97, 4.51], [-0.65, -0.54, -1.14], [-0.25, -1.42, 0.03], [0.37, -0.75, 1.25], [-0.57, -2.73, 0.08], [-0.31, -3.54, 0.96], [0.28, -0.24, -1.62], [-1.29, 0.19, -0.65], [-1.31, -1.13, -1.78], [-0.39, -0.27, 1.87], [0.98, -1.47, 1.79], [1.13, -0.03, 0.93], [-0.95, -3.07, -0.90], [1.75, 6.31, -5.76], [1.33, 4.98, -5.42], [0.55, 4.89, -4.13], [1.71, 3.97, -6.26], [1.59, 2.76, -6.04], [0.82, 6.75, -6.11], [2.55, 6.44, -6.49], [2.09, 6.83, -4.86], [0.38, 3.85, -3.82], [1.13, 5.42, -3.37], [-0.44, 5.26, -4.38], [2.14, 4.32, -7.20], [-5.93, 3.13, 1.21], [-5.49, 2.52, 0.01], [-5.50, 1.07, -0.05], [-5.05, 3.19, -1.02], [-4.46, 2.82, -2.08], [-6.94, 2.76, 1.39], [-5.91, 4.22, 1.13], [-5.40, 2.93, 2.14], [-4.75, 0.73, 0.67], [-6.47, 0.61, 0.09], [-4.97, 0.78, -0.96], [-4.98, 4.27, -0.86]], "smiles": "CN(C)C=O.CN(C)C=O.CN(C)C=O.CN(C)C=O", "gap_ev": 9.55, "homo_ev": -9.173}

Least stable structure: *Q*

*P*
{"formula": "CBrF2I", "method": "ωB97M-V/def2-TZVPD", "symbols": ["C", "F", "F", "Br", "I"], "positions_angstrom": [[0.64, -0.05, -0.02], [1.03, -0.72, 1.04], [1.25, -0.48, -1.10], [-3.19, -0.72, -0.09], [0.27, 1.97, 0.17]], "gap_ev": [10.05, 5.00], "homo_ev": [-10.690, -8.585]}

*Q*
{"formula": "CBrF2I", "method": "ωB97M-V/def2-TZVPD", "symbols": ["C", "F", "F", "Br", "I"], "positions_angstrom": [[-0.48, -0.55, -0.14], [-0.51, -1.64, 0.66], [-0.57, -1.03, -1.39], [0.23, 2.80, 0.58], [1.33, 0.42, 0.29]], "gap_ev": [6.37, 7.95], "homo_ev": [-8.568, -9.964]}

Least stable structure: *Q*

*P*
{"formula": "C30H69BClO", "method": "ωB97M-V/def2-TZVPD", "symbols": ["C", "O", "C", "C", "C", "C", "C", "C", "C", "C", "B", "C", "C", "C", "Cl", "H", "H", "H", "H", "H", "H", "H", "H", "H", "H", "H", "H", "H", "H", "H", "H", "H", "H", "H", "H", "H", "H", "H", "H", "H", "H", "H", "C", "C", "C", "C", "C", "C", "H", "H", "H", "H", "H", "H", "H", "H", "H", "H", "H", "H", "H", "H", "C", "C", "C", "C", "C", "C", "H", "H", "H", "H", "H", "H", "H", "H", "H", "H", "H", "H", "H", "H", "C", "C", "C", "C", "C", "C", "H", "H", "H", "H", "H", "H", "H", "H", "H", "H", "H", "H", "H", "H"], "positions_angstrom": [[1.79, -0.40, 1.55], [1.87, -1.71, 2.10], [2.20, -2.61, 1.05], [2.17, -4.08, 1.61], [0.82, -4.76, 1.19], [-0.25, -4.89, 2.32], [-0.32, -3.70, 3.32], [-1.11, -2.46, 2.79], [-2.61, -2.50, 3.21], [-3.46, -3.58, 2.42], [-4.99, -3.03, 2.03], [-5.01, -2.79, 0.38], [-4.15, -1.54, -0.05], [-4.94, -0.78, -1.18], [-2.55, -2.04, -0.83], [2.84, -0.05, 1.42], [1.23, -0.39, 0.59], [1.24, 0.26, 2.24], [1.43, -2.49, 0.25], [3.18, -2.36, 0.58], [3.04, -4.59, 1.14], [2.36, -4.10, 2.69], [0.38, -4.32, 0.27], [1.09, -5.80, 0.89], [-1.23, -4.99, 1.82], [-0.09, -5.84, 2.89], [-0.87, -4.07, 4.21], [0.66, -3.35, 3.69], [-0.68, -1.57, 3.32], [-0.97, -2.28, 1.71], [-2.74, -2.67, 4.30], [-3.10, -1.53, 2.99], [-3.50, -4.56, 2.95], [-2.90, -3.77, 1.47], [-5.25, -1.98, 2.59], [-5.85, -3.84, 2.31], [-4.65, -3.73, -0.10], [-6.07, -2.65, 0.06], [-3.95, -0.88, 0.80], [-5.99, -0.69, -0.84], [-4.91, -1.45, -2.06], [-4.47, 0.19, -1.42], [-5.02, 2.11, -7.31], [-6.10, 1.05, -7.15], [-6.52, 0.83, -5.70], [-5.41, 0.31, -4.78], [-4.76, -1.01, -5.21], [-5.73, -2.18, -5.24], [-4.09, 1.82, -6.81], [-4.79, 2.26, -8.37], [-5.34, 3.07, -6.90], [-5.77, 0.11, -7.60], [-6.98, 1.37, -7.72], [-7.36, 0.13, -5.68], [-6.90, 1.77, -5.29], [-5.83, 0.18, -3.77], [-4.63, 1.07, -4.68], [-3.96, -1.24, -4.50], [-4.29, -0.89, -6.19], [-6.19, -2.33, -4.27], [-5.21, -3.10, -5.52], [-6.53, -2.02, -5.98], [6.36, -1.25, 2.70], [6.13, -0.11, 3.69], [5.71, 1.20, 3.02], [6.75, 1.80, 2.06], [8.12, 2.09, 2.68], [8.07, 3.12, 3.80], [7.18, -1.03, 2.02], [6.61, -2.17, 3.24], [5.46, -1.44, 2.11], [7.02, 0.04, 4.30], [5.33, -0.41, 4.38], [5.47, 1.93, 3.79], [4.79, 1.03, 2.46], [6.34, 2.73, 1.65], [6.88, 1.13, 1.20], [8.77, 2.46, 1.89], [8.57, 1.17, 3.04], [7.65, 4.06, 3.44], [9.07, 3.32, 4.17], [7.46, 2.77, 4.64], [3.20, 4.62, 1.71], [1.89, 3.96, 1.30], [1.95, 3.29, -0.08], [2.23, 4.23, -1.25], [1.24, 5.38, -1.42], [-0.18, 4.91, -1.70], [3.48, 5.43, 1.04], [3.10, 5.04, 2.71], [4.01, 3.88, 1.73], [1.08, 4.70, 1.32], [1.63, 3.20, 2.04], [1.01, 2.76, -0.26], [2.73, 2.52, -0.06], [2.25, 3.64, -2.17], [3.24, 4.65, -1.15], [1.57, 6.01, -2.25], [1.24, 6.02, -0.53], [-0.22, 4.30, -2.61], [-0.84, 5.77, -1.85], [-0.59, 4.32, -0.88]], "charge": -1, "gap_ev": 6.90, "homo_ev": -4.670}

*Q*
{"formula": "C30H69BClO", "method": "ωB97M-V/def2-TZVPD", "symbols": ["C", "O", "C", "C", "C", "C", "C", "C", "C", "C", "B", "C", "C", "C", "Cl", "H", "H", "H", "H", "H", "H", "H", "H", "H", "H", "H", "H", "H", "H", "H", "H", "H", "H", "H", "H", "H", "H", "H", "H", "H", "H", "H", "C", "C", "C", "C", "C", "C", "H", "H", "H", "H", "H", "H", "H", "H", "H", "H", "H", "H", "H", "H", "C", "C", "C", "C", "C", "C", "H", "H", "H", "H", "H", "H", "H", "H", "H", "H", "H", "H", "H", "H", "C", "C", "C", "C", "C", "C", "H", "H", "H", "H", "H", "H", "H", "H", "H", "H", "H", "H", "H", "H"], "positions_angstrom": [[1.82, -0.38, 1.48], [1.91, -1.74, 2.10], [2.30, -2.67, 1.01], [2.29, -4.23, 1.61], [0.89, -4.95, 1.13], [-0.24, -5.11, 2.30], [-0.32, -3.87, 3.37], [-1.16, -2.56, 2.85], [-2.75, -2.64, 3.31], [-3.62, -3.75, 2.46], [-5.15, -3.18, 2.11], [-5.13, -2.90, 0.46], [-4.18, -1.57, 0.09], [-5.01, -0.74, -1.11], [-2.54, -2.05, -0.66], [2.94, 0.00, 1.38], [1.26, -0.40, 0.44], [1.20, 0.35, 2.18], [1.49, -2.56, 0.15], [3.33, -2.39, 0.53], [3.25, -4.75, 1.13], [2.48, -4.26, 2.77], [0.43, -4.46, 0.14], [1.19, -6.05, 0.80], [-1.29, -5.21, 1.74], [-0.08, -6.12, 2.89], [-0.92, -4.29, 4.32], [0.70, -3.50, 3.78], [-0.71, -1.63, 3.45], [-1.01, -2.33, 1.71], [-2.88, -2.86, 4.46], [-3.29, -1.59, 3.12], [-3.67, -4.81, 2.97], [-3.03, -3.91, 1.44], [-5.42, -2.18, 2.68], [-6.00, -3.99, 2.35], [-4.73, -3.89, -0.06], [-6.24, -2.74, 0.10], [-4.00, -0.88, 1.03], [-6.14, -0.68, -0.77], [-4.94, -1.44, -2.06], [-4.52, 0.30, -1.33], [-5.00, 2.28, -7.18], [-6.06, 1.20, -7.07], [-6.51, 0.94, -5.63], [-5.41, 0.42, -4.69], [-4.73, -0.88, -5.14], [-5.68, -2.06, -5.22], [-4.08, 2.00, -6.67], [-4.75, 2.46, -8.24], [-5.35, 3.23, -6.76], [-5.70, 0.28, -7.54], [-6.94, 1.52, -7.65], [-7.34, 0.22, -5.65], [-6.91, 1.86, -5.21], [-5.85, 0.26, -3.70], [-4.65, 1.19, -4.56], [-3.94, -1.12, -4.42], [-4.23, -0.74, -6.10], [-6.16, -2.25, -4.26], [-5.13, -2.97, -5.51], [-6.46, -1.91, -5.97], [6.36, -1.16, 2.81], [6.08, 0.00, 3.76], [5.68, 1.29, 3.04], [6.75, 1.87, 2.10], [8.09, 2.19, 2.76], [8.00, 3.25, 3.85], [7.21, -0.95, 2.15], [6.60, -2.06, 3.38], [5.48, -1.38, 2.19], [6.96, 0.17, 4.39], [5.27, -0.29, 4.43], [5.41, 2.03, 3.79], [4.77, 1.10, 2.45], [6.34, 2.79, 1.66], [6.92, 1.18, 1.27], [8.78, 2.56, 1.98], [8.55, 1.29, 3.17], [7.58, 4.18, 3.45], [8.99, 3.47, 4.25], [7.37, 2.92, 4.68], [3.18, 4.65, 1.57], [1.89, 3.97, 1.12], [2.01, 3.28, -0.23], [2.33, 4.19, -1.42], [1.33, 5.33, -1.65], [-0.07, 4.85, -1.98], [3.48, 5.45, 0.88], [3.05, 5.10, 2.56], [4.00, 3.93, 1.63], [1.08, 4.71, 1.11], [1.62, 3.23, 1.88], [1.08, 2.73, -0.43], [2.80, 2.51, -0.17], [2.38, 3.58, -2.33], [3.33, 4.62, -1.29], [1.69, 5.94, -2.49], [1.30, 5.99, -0.78], [-0.07, 4.21, -2.87], [-0.73, 5.70, -2.18], [-0.51, 4.28, -1.15]], "charge": -1, "gap_ev": 6.91, "homo_ev": -4.694}

Least stable structure: *Q*

*P*
{"formula": "C3H11N2", "method": "ωB97M-V/def2-TZVPD", "symbols": ["C", "N", "H", "H", "H", "H", "C", "N", "C", "H", "H", "H", "H", "H", "H", "H"], "positions_angstrom": [[-2.49, 0.46, -1.27], [-2.06, -0.11, -0.23], [-3.51, 0.86, -1.33], [-1.95, 0.36, -2.21], [-0.23, 0.17, 0.27], [-2.64, 0.04, 0.59], [1.12, -1.38, 0.10], [0.67, -0.10, 0.71], [1.62, 1.05, 0.55], [1.46, -1.13, -0.91], [1.88, -1.89, 0.69], [0.24, -2.02, 0.02], [0.47, -0.25, 1.69], [1.84, 1.07, -0.52], [2.53, 0.93, 1.12], [1.03, 1.95, 0.72]], "charge": 1, "gap_ev": 11.67, "homo_ev": -14.676}

*Q*
{"formula": "C3H11N2", "method": "ωB97M-V/def2-TZVPD", "symbols": ["C", "N", "C", "C", "N", "H", "H", "H", "H", "H", "H", "H", "H", "H", "H", "H"], "positions_angstrom": [[-0.95, -1.86, 0.40], [-0.22, -0.61, 0.76], [0.99, -0.28, -0.08], [0.60, 0.96, -0.95], [-0.30, 1.80, -0.16], [-0.74, -2.18, -0.61], [-2.02, -1.73, 0.58], [-0.65, -2.63, 1.12], [0.08, -0.61, 1.72], [-0.78, 0.27, 0.64], [1.82, -0.11, 0.58], [1.19, -1.06, -0.80], [1.50, 1.53, -1.18], [0.20, 0.56, -1.86], [0.19, 2.51, 0.38], [-0.99, 2.32, -0.68]], "charge": 1, "smiles": "C[NH2+]CCN", "gap_ev": 11.55, "homo_ev": -14.645}

*R*
{"formula": "C3H11N2", "method": "ωB97M-V/def2-TZVPD", "symbols": ["C", "C", "N", "H", "H", "H", "H", "H", "H", "C", "N", "H", "H", "H", "H", "H"], "positions_angstrom": [[-0.08, 0.30, -2.01], [-1.82, -0.58, -0.62], [-0.71, 0.01, -0.72], [0.93, -0.10, -2.00], [-0.02, 1.38, -2.14], [-0.66, -0.12, -2.83], [-2.37, -0.92, -1.49], [-2.25, -0.76, 0.36], [-0.09, 0.36, 0.22], [1.48, -0.53, 1.76], [0.78, 0.70, 1.32], [1.97, -0.99, 0.91], [0.75, -1.23, 2.15], [2.22, -0.33, 2.53], [0.29, 1.12, 2.10], [1.47, 1.39, 1.03]], "charge": 1, "gap_ev": 11.14, "homo_ev": -15.000}

*S*
{"formula": "C3H11N2", "method": "ωB97M-V/def2-TZVPD", "symbols": ["C", "N", "H", "H", "H", "H", "C", "C", "N", "H", "H", "H", "H", "H", "H", "H"], "positions_angstrom": [[0.45, 1.70, -1.59], [-0.50, 0.89, -1.18], [1.46, 1.37, -1.41], [0.16, 2.66, -2.10], [-1.54, 1.17, -1.62], [-0.47, -1.88, -0.14], [-0.80, -0.20, 1.64], [0.51, -0.87, 1.28], [0.39, -1.31, -0.18], [-1.02, 0.60, 0.98], [-0.77, 0.15, 2.70], [-1.67, -0.99, 1.69], [0.92, -1.75, 1.78], [1.43, -0.26, 1.31], [1.37, -1.45, -0.64], [-0.09, -0.40, -1.00]], "charge": 1, "gap_ev": 10.66, "homo_ev": -14.888}

Least stable structure: *S*